1.
ORCA calculation (the ωB97M-V functional and the def2-TZVPD basis) on C31H48BHoN2O2PS as an isolated structure at a distorted geometry.

## Properties
Energy relative to the best compared isomer or geometry (same formula, charge and spin)   106.74 kcal per mole
Expectation value of S²   6.024
Orbital gap (alpha / beta)   4.72 / 4.42 eV
Energy   -3182.12643 Ha

Geometry as ORCA input:
```
! wB97M-V def2-TZVPD RIJCOSX def2/J DEFGRID3
* xyz 1 5
Ho 10.490 14.543 7.837
C 15.775 14.061 7.194
C 14.708 15.137 7.469
C 15.554 16.375 7.761
C 13.861 15.381 6.204
P 13.464 14.680 8.825
C 13.884 15.958 10.075
C 12.968 16.957 10.280
C 12.991 17.601 11.521
C 13.960 17.305 12.483
C 15.038 16.465 12.111
C 15.015 15.854 10.882
C 13.582 12.988 9.659
C 12.512 12.749 10.811
C 15.024 12.823 10.309
C 13.532 11.862 8.572
H 16.618 14.389 6.522
H 15.374 13.209 6.618
H 16.290 13.721 8.139
H 16.053 16.763 6.888
H 16.397 16.221 8.402
H 14.992 17.210 8.205
H 14.499 15.907 5.443
H 12.905 16.016 6.359
H 13.552 14.450 5.780
H 12.176 17.157 9.536
H 12.161 18.245 11.832
H 13.977 17.798 13.482
H 15.944 16.306 12.783
H 15.798 15.274 10.435
H 12.380 13.549 11.533
H 12.748 11.755 11.240
H 11.479 12.695 10.323
H 14.924 12.994 11.399
H 15.832 13.470 9.933
H 15.416 11.861 10.104
H 12.645 11.887 7.930
H 13.563 10.863 9.055
H 14.433 11.897 7.922
C 9.743 18.514 7.962
C 9.627 17.823 6.599
C 8.158 17.302 6.405
O 10.544 16.539 6.931
B 11.723 16.764 6.223
O 11.674 17.870 5.479
C 10.374 18.465 5.413
C 9.823 18.203 3.966
C 10.558 19.932 5.625
H 9.176 17.963 8.703
H 9.424 19.527 7.995
H 10.764 18.439 8.354
H 7.652 17.227 7.385
H 8.057 16.348 5.894
H 7.683 18.110 5.805
H 9.299 17.225 3.896
H 10.639 18.290 3.194
H 9.085 19.032 3.719
H 11.189 20.125 6.459
H 9.602 20.388 5.722
H 10.998 20.430 4.712
S 10.508 13.547 5.402
C 10.400 11.859 5.977
N 10.128 10.842 5.082
C 9.696 9.605 5.492
C 9.879 9.205 6.804
C 10.364 10.128 7.732
C 10.346 11.464 7.339
H 10.075 11.059 4.079
H 9.095 9.053 4.778
H 9.730 8.152 7.112
H 10.599 9.807 8.774
H 10.708 12.206 8.098
C 7.534 13.622 7.920
C 7.824 13.912 9.357
C 7.156 13.545 10.588
C 7.964 14.008 11.603
C 9.079 14.674 10.981
C 10.227 15.440 11.662
N 8.981 14.579 9.613
H 7.787 12.534 7.683
H 8.173 14.304 7.259
H 6.460 13.781 7.705
H 6.226 12.938 10.662
H 7.753 13.732 12.666
H 10.615 14.821 12.500
H 9.855 16.392 12.068
H 11.063 15.586 10.995
*
```

---

2.
ORCA calculation (the ωB97M-V functional and the def2-TZVPD basis) on C31H48F4N7NaP as an isolated structure.

## Properties
Energy relative to the best compared isomer or geometry (same formula, charge and spin)   0.00 kcal per mole
Orbital gap   5.87 eV
Energy   -2496.55268 Ha

Geometry as ORCA input:
```
! wB97M-V def2-TZVPD RIJCOSX def2/J DEFGRID3
* xyz -1 1
Na 0.343 0.359 0.105
C 1.552 2.926 -1.464
N 1.216 1.569 -1.867
C 2.417 0.858 -2.271
C 0.205 1.561 -2.922
C -0.306 0.172 -3.267
N -0.895 -0.433 -2.088
C -1.522 -1.595 -2.220
C -2.340 -2.051 -1.136
F -2.472 -1.225 -0.077
C -3.033 -3.228 -1.136
F -3.780 -3.535 -0.045
C -3.020 -4.106 -2.213
C -2.268 -3.687 -3.292
F -2.201 -4.481 -4.388
C -1.564 -2.501 -3.319
F -0.848 -2.235 -4.449
H 2.065 3.481 -2.271
H 2.186 2.899 -0.574
H 0.638 3.468 -1.208
H 2.881 1.312 -3.164
H 2.191 -0.185 -2.492
H 3.136 0.879 -1.453
H 0.596 2.046 -3.836
H -0.641 2.156 -2.566
H 0.504 -0.418 -3.715
H -1.040 0.313 -4.073
H -3.558 -5.041 -2.209
C -0.987 -2.941 6.438
C -0.912 -2.377 5.043
C -1.848 -2.700 4.072
C -1.732 -2.151 2.802
N -0.757 -1.313 2.451
C 0.149 -0.996 3.386
C 0.106 -1.505 4.676
H -1.817 -3.641 6.540
H -1.123 -2.143 7.171
H -0.064 -3.465 6.696
H -2.663 -3.380 4.294
H -2.448 -2.400 2.028
H 0.923 -0.298 3.063
H 0.866 -1.222 5.395
N 1.879 1.011 1.453
P 2.639 1.929 2.379
N 3.521 1.126 3.608
C 3.949 -0.244 3.335
C 4.459 -0.916 4.627
C 3.864 -0.238 5.858
C 4.341 1.216 5.923
C 4.424 1.820 4.506
N 3.767 3.004 1.651
C 4.681 2.367 0.699
C 5.327 3.420 -0.188
C 6.239 4.335 0.657
C 5.771 4.370 2.120
C 4.251 4.273 2.196
N 1.825 3.073 3.351
C 1.022 2.522 4.446
C 0.736 3.610 5.473
C 0.039 4.804 4.818
C 0.799 5.273 3.577
C 1.068 4.100 2.646
H 4.746 -0.276 2.576
H 3.103 -0.781 2.913
H 5.550 -0.843 4.685
H 4.218 -1.982 4.606
H 4.131 -0.773 6.772
H 2.776 -0.253 5.781
H 5.326 1.266 6.399
H 3.657 1.804 6.542
H 5.461 1.762 4.137
H 4.154 2.873 4.539
H 4.113 1.633 0.134
H 5.480 1.809 1.216
H 4.528 4.008 -0.650
H 5.889 2.950 -0.998
H 6.233 5.346 0.244
H 7.272 3.985 0.612
H 6.111 5.284 2.613
H 6.200 3.532 2.674
H 3.833 5.123 1.632
H 3.907 4.396 3.221
H 1.558 1.690 4.900
H 0.069 2.128 4.063
H 1.685 3.935 5.915
H 0.117 3.206 6.279
H -0.073 5.623 5.532
H -0.972 4.502 4.519
H 1.758 5.710 3.876
H 0.231 6.047 3.053
H 1.607 4.416 1.756
H 0.104 3.694 2.301
*
```

---

3.
ORCA calculation (the ωB97M-V functional and the def2-TZVPD basis) on C31H48IrN2O6P2 as an isolated structure at a distorted geometry.

## Properties
Expectation value of S²   8.780
Orbital gap (alpha / beta)   5.97 / 4.61 eV
Energy   -2556.96897 Ha

Geometry as ORCA input:
```
! wB97M-V def2-TZVPD RIJCOSX def2/J DEFGRID3
* xyz 2 6
Ir 1.749 -1.865 -1.525
C -0.891 -2.425 -0.294
C 0.436 -3.005 -0.530
C 0.475 -1.533 1.332
C -0.850 -1.681 0.878
C 1.374 -2.327 0.489
C -2.116 -2.905 -0.972
H -1.941 -3.191 -2.016
H -2.918 -2.153 -0.993
H -2.493 -3.797 -0.440
C -2.044 -1.269 1.665
H -2.970 -1.503 1.127
H -2.009 -0.193 1.877
H -2.088 -1.804 2.632
C 0.763 -1.025 2.685
H 0.354 -1.737 3.421
H 0.239 -0.074 2.860
H 1.826 -0.891 2.904
C 2.474 -3.108 1.120
H 2.040 -4.027 1.535
H 2.944 -2.548 1.935
H 3.251 -3.389 0.397
C 0.536 -4.465 -0.842
H 0.032 -5.097 -0.095
H 1.582 -4.759 -0.912
H 0.047 -4.647 -1.809
C 1.196 -0.604 -3.076
C 0.657 -1.937 -3.275
C 1.313 -2.960 -4.185
C 2.658 -3.590 -3.689
C 3.177 -2.992 -2.410
C 3.571 -1.590 -2.304
C 3.670 -0.739 -3.551
C 2.304 -0.156 -3.998
H 1.478 -2.568 -5.193
H 3.394 -3.562 -4.512
H 0.587 -3.780 -4.284
H 2.102 -0.492 -5.033
H 0.501 0.186 -2.734
H -0.417 -2.067 -3.125
H 2.356 0.943 -4.018
H 4.362 0.101 -3.354
H 4.328 -1.361 -1.549
H 4.068 -1.325 -4.396
H 2.464 -4.653 -3.475
H 3.754 -3.682 -1.779
P -1.796 0.937 -1.459
C -3.446 1.119 -0.711
H -4.019 1.827 -1.322
H -3.333 1.492 0.314
H -3.950 0.143 -0.677
C -1.321 2.643 -1.873
H -2.158 3.094 -2.425
H -0.418 2.638 -2.499
H -1.125 3.204 -0.934
C -2.357 0.351 -3.110
H -1.508 0.285 -3.806
H -3.110 1.067 -3.474
H -2.799 -0.653 -3.000
P 1.885 1.230 0.095
C 3.434 0.371 0.616
H 4.282 0.966 0.250
H 3.479 -0.634 0.169
H 3.471 0.291 1.713
C 2.690 2.158 -1.267
H 3.083 1.495 -2.055
H 3.515 2.717 -0.806
H 1.951 2.848 -1.702
C 2.003 2.473 1.410
H 3.039 2.822 1.467
H 1.702 1.993 2.351
H 1.304 3.292 1.203
O -1.247 3.756 0.890
C -1.391 2.817 1.721
O -0.995 1.620 1.592
C -2.124 3.155 3.011
C -2.380 2.161 3.976
C -3.132 2.458 5.138
C -3.607 3.758 5.364
C -3.330 4.754 4.410
C -2.595 4.456 3.244
N -3.814 6.089 4.630
O -4.472 6.321 5.667
O -3.558 6.966 3.778
N -3.443 1.414 6.078
O -3.039 0.255 5.848
O -4.110 1.711 7.089
H -2.009 1.149 3.835
H -4.179 3.991 6.258
H -2.399 5.242 2.513
*
```

---

4.
ORCA calculation (the ωB97M-V functional and the def2-TZVPD basis) on C31H48O2P2Ti as an isolated structure at a distorted geometry.

## Properties
Energy relative to the best compared isomer or geometry (same formula, charge and spin)   13.26 kcal per mole
Expectation value of S²   0.759
Orbital gap (alpha / beta)   3.45 / 3.80 eV
Energy   -2892.30531 Ha

Geometry as ORCA input:
```
! wB97M-V def2-TZVPD RIJCOSX def2/J DEFGRID3
* xyz 1 2
Ti -0.436 -1.087 0.639
C -0.270 -2.535 2.585
C -1.622 -2.316 2.138
C -0.398 -3.230 0.355
C 0.490 -3.062 1.486
C -1.727 -2.813 0.778
C 0.247 -2.338 3.967
H -0.502 -1.894 4.640
H 1.126 -1.673 3.942
H 0.611 -3.279 4.409
C 1.897 -3.521 1.537
H 2.558 -2.743 1.977
H 2.263 -3.756 0.527
H 1.975 -4.424 2.167
C 0.010 -3.820 -0.947
H -0.066 -4.914 -0.885
H 1.057 -3.579 -1.189
H -0.624 -3.477 -1.771
C -2.966 -2.889 -0.028
H -3.456 -3.863 0.107
H -2.739 -2.784 -1.096
H -3.694 -2.120 0.246
C -2.736 -1.790 2.971
H -3.282 -2.603 3.477
H -3.458 -1.239 2.358
H -2.370 -1.110 3.754
C 1.081 0.395 1.021
C 0.286 0.368 2.173
C -0.865 1.262 2.470
C -1.778 1.591 1.260
C -1.958 0.487 0.250
C -1.203 0.296 -0.929
C 0.060 1.038 -1.281
C 0.990 1.415 -0.090
H -0.505 2.212 2.910
H -1.435 2.530 0.801
H -1.461 0.805 3.276
H 0.679 2.390 0.317
H 1.974 -0.227 1.029
H 0.723 -0.085 3.055
H 2.015 1.533 -0.484
H 0.652 0.445 -2.001
H -1.688 -0.228 -1.760
H -0.168 1.977 -1.825
H -2.773 1.810 1.687
H -2.947 0.023 0.304
P -0.454 3.800 -3.550
P -1.792 2.782 -6.055
C -0.799 5.118 -4.858
C -0.977 4.462 -6.224
H 0.055 5.814 -4.865
H -1.702 5.672 -4.558
H -1.594 5.091 -6.881
H 0.001 4.299 -6.700
C -1.650 2.408 -7.853
H -2.179 1.475 -8.072
H -0.592 2.278 -8.108
H -2.074 3.225 -8.452
C -3.515 3.422 -6.068
H -3.638 4.196 -6.833
H -3.764 3.831 -5.086
H -4.193 2.589 -6.277
C 1.342 4.202 -3.400
H 1.776 3.651 -2.557
H 1.482 5.283 -3.263
H 1.845 3.884 -4.325
C -1.196 4.740 -2.152
H -2.284 4.773 -2.306
H -0.800 5.763 -2.116
H -0.991 4.217 -1.209
O 4.785 -0.323 4.042
C 3.965 -1.204 3.727
O 3.102 -1.226 2.797
C 3.975 -2.428 4.633
C 4.533 -3.628 4.185
C 4.372 -4.797 4.938
C 3.680 -4.750 6.162
C 3.204 -3.525 6.645
C 3.380 -2.360 5.896
H 5.080 -3.642 3.237
H 4.783 -5.740 4.571
H 3.529 -5.667 6.740
H 2.693 -3.469 7.608
H 3.045 -1.392 6.265
*
```

---

5.
ORCA calculation (the ωB97M-V functional and the def2-TZVPD basis) on C31H49BFN12O4SeSiW as an isolated structure at a distorted geometry.

## Properties
Energy relative to the best compared isomer or geometry (same formula, charge and spin)   0.88 kcal per mole
Expectation value of S²   3.789
Orbital gap (alpha / beta)   6.82 / 5.90 eV
Energy   -5050.96162 Ha

Geometry as ORCA input:
```
! wB97M-V def2-TZVPD RIJCOSX def2/J DEFGRID3
* xyz 2 4
W -0.574 0.295 -0.356
C -3.298 1.318 1.678
C -2.032 0.902 2.337
C -1.783 0.835 3.700
C -0.439 0.564 3.817
N 0.110 0.468 2.599
N -0.891 0.630 1.671
B 1.639 0.484 2.258
N 1.978 -0.876 1.577
C 2.851 -1.808 2.011
C 2.413 -3.036 1.584
C 1.207 -2.791 0.907
C 0.336 -3.933 0.459
N 0.978 -1.467 0.845
N 1.935 1.600 1.207
C 2.501 2.754 1.461
C 2.432 3.609 0.278
C 1.972 2.609 -0.720
C 1.689 3.105 -2.102
N 1.575 1.460 -0.116
N 2.413 0.812 3.511
C 2.142 1.849 4.360
C 3.046 1.808 5.382
C 3.867 0.693 5.095
C 4.996 0.149 5.905
N 3.485 0.108 3.975
H -3.690 2.184 2.211
H -4.050 0.529 1.719
H -3.138 1.602 0.642
H -2.489 0.991 4.497
H 0.157 0.421 4.701
H 3.656 -1.519 2.666
H 2.848 -3.998 1.797
H 0.477 -4.745 1.172
H 0.614 -4.339 -0.515
H -0.724 -3.703 0.463
H 2.846 3.022 2.444
H 3.348 4.135 0.014
H 2.135 4.094 -2.199
H 0.619 3.253 -2.285
H 2.106 2.497 -2.905
H 1.332 2.536 4.169
H 3.119 2.481 6.219
H 5.418 0.922 6.544
H 5.783 -0.245 5.264
H 4.649 -0.660 6.549
N 3.813 -1.297 -1.083
C 2.497 -1.217 -1.815
C 2.564 -0.322 -3.034
C 1.155 -0.206 -3.637
N 0.201 0.470 -2.722
C 0.604 -1.587 -3.970
C 0.585 -2.486 -2.740
N -0.365 -1.950 -1.731
C 2.007 -2.601 -2.180
H 4.135 -0.363 -0.819
H 4.543 -1.740 -1.647
H 3.690 -1.839 -0.214
H 1.823 -0.772 -1.095
H 3.220 -0.752 -3.797
H 2.954 0.662 -2.769
H 1.235 0.380 -4.557
H -0.705 0.480 -3.186
H 0.446 1.451 -2.676
H 1.213 -2.053 -4.746
H -0.406 -1.489 -4.380
H 0.266 -3.487 -3.042
H -0.542 -2.680 -1.051
H -1.263 -1.786 -2.181
H 2.643 -3.045 -2.952
H 2.035 -3.258 -1.313
C -3.810 -0.431 -3.716
Si -3.303 0.768 -2.365
C -2.366 2.060 -3.367
C -4.705 1.731 -1.594
N -2.444 -0.225 -1.100
C -3.337 -1.143 -0.480
C -4.697 -1.340 -0.774
C -5.454 -2.290 -0.102
C -4.908 -3.087 0.892
C -3.574 -2.915 1.227
C -2.870 -1.962 0.534
F -1.549 -1.759 0.850
H -4.369 0.123 -4.476
H -4.434 -1.268 -3.412
H -2.929 -0.847 -4.217
H -3.172 2.711 -3.721
H -1.879 1.673 -4.265
H -1.677 2.701 -2.825
H -5.519 1.826 -2.318
H -4.368 2.743 -1.357
H -5.121 1.300 -0.686
H -5.198 -0.746 -1.519
H -6.497 -2.399 -0.365
H -5.509 -3.823 1.407
H -3.091 -3.488 2.007
O -1.122 5.580 0.369
Se -0.221 4.251 0.571
O -0.326 3.505 2.012
O -0.926 1.882 -0.795
O 1.460 4.762 0.431
*
```

---

Question: Which of these has the highest energy?
Answer: C31H48F4N7NaP